Here is a single C4H6Br2N2 molecule at a distorted geometry from OMol25. Energies are from wB97M-V/def2-TZVPD.

## Properties
highest occupied orbital energy (alpha / beta) = -8.614 / -8.206 eV
E_tot = -5413.40462 Eh
total charge = 0
relative energy (zero: lowest compared OMol25 entry of this formula, charge and spin) = 93.5 kcal per mole

Positions of all 14 atoms, in Å:
C -0.8408 0.0513 0.2032
C 0.5250 -0.1370 -0.1658
C -1.3510 -1.8612 1.4542
C 1.2420 0.9543 -0.9826
N -1.5960 -0.8855 0.6529
N 1.1370 -1.1899 0.1947
Br -3.5984 -1.0803 -0.5234
Br 2.8196 -1.5501 -0.2372
H -1.3865 0.9585 0.0907
H -0.6659 -1.7828 2.2278
H -1.9524 -2.7869 1.5360
H 2.1826 1.3919 -0.3978
H 0.6698 1.8280 -1.0455
H 1.7790 0.6787 -1.9046

Here is a molecular structure, C42H45OP2RhSSiTe at a distorted geometry from OMol25. Energies are from wB97M-V/def2-TZVPD.

## Properties
highest occupied orbital energy (alpha / beta) = -12.195 / -14.022 eV
E_tot = -3450.99762 Eh
spin multiplicity = 5
expectation value of S² = 6.024
total charge = +2
relative energy (zero: lowest compared OMol25 entry of this formula, charge and spin) = 22.9 kcal per mole

Positions of all 94 atoms, in Å:
Rh -1.2737 -0.2688 -0.0623
O 1.8964 -1.1107 0.1401
S 0.9476 -0.5947 -0.8437
C 1.5728 0.9316 -1.4827
C 2.4745 0.9606 -2.5588
C 3.0255 2.1635 -2.9702
C 2.5841 3.3177 -2.4207
C 1.7224 3.3095 -1.3446
C 1.2528 2.1349 -0.8061
P 0.3820 2.2097 0.8533
C 1.3553 1.3676 2.0996
C 2.7319 1.1924 1.8874
C 3.4970 0.6725 2.8999
C 2.9163 0.1681 4.0682
C 1.5447 0.3724 4.3279
C 0.7833 1.0076 3.2933
C 0.4891 3.9972 1.2542
C 1.6784 4.5871 1.7097
C 1.8928 5.9624 1.5712
C 0.8741 6.8029 1.1398
C -0.3522 6.1990 0.7784
C -0.4926 4.8205 0.7476
C 1.0940 -1.5538 -2.3747
C 1.8133 -2.7131 -2.2138
C 1.9249 -3.5578 -3.3062
C 1.3360 -3.2286 -4.5100
C 0.6328 -2.0233 -4.6084
C 0.4330 -1.1475 -3.5790
P -1.0861 -1.8486 1.7674
C 0.1994 -3.0362 1.8742
C 1.1890 -3.1033 2.8519
C 2.2475 -3.9144 2.5990
C 2.3587 -4.6548 1.3990
C 1.3288 -4.6030 0.4658
C 0.2921 -3.7237 0.6932
C -1.9786 -1.9210 3.2954
C -2.5820 -0.7731 3.8121
C -3.0388 -0.6742 5.1215
C -2.8979 -1.8041 5.9245
C -2.4027 -3.0141 5.4167
C -1.9552 -3.0708 4.0998
H 2.8013 0.0504 -3.0742
H 3.7870 2.2281 -3.6795
H 3.0545 4.2571 -2.6618
H 1.4720 4.2449 -0.8985
H 3.2422 1.5489 0.9989
H 4.5019 0.5688 2.7899
H 3.4642 -0.3496 4.8072
H 1.1182 0.1195 5.2642
H -0.2874 1.1232 3.4949
H 2.5111 4.0148 2.0760
H 2.8543 6.3880 1.9028
H 0.9240 7.8373 0.9908
H -1.1480 6.7950 0.3938
H -1.4280 4.3810 0.4405
H 2.3236 -2.8674 -1.2488
H 2.4115 -4.5333 -3.1909
H 1.4316 -3.9427 -5.3300
H 0.1321 -1.8172 -5.5779
H 1.0281 -2.5258 3.7224
H 2.9324 -4.0560 3.4182
H 3.1320 -5.4529 1.3377
H 1.4185 -5.2421 -0.4498
H -0.5496 -3.6470 -0.0144
H -2.4647 0.1672 3.2361
H -3.3339 0.2694 5.5328
H -3.1154 -1.7067 6.9711
H -2.3244 -3.9202 6.0490
H -1.5296 -4.0350 3.7818
C -2.2085 -0.5623 -4.9704
Si -0.7077 0.2861 -4.1745
C -1.2339 1.5640 -2.9121
C 0.3549 1.2401 -5.4146
C -1.2964 1.7679 0.7299
H -2.7649 0.2017 -5.4932
H -2.9473 -1.1697 -4.4021
H -1.8744 -1.3031 -5.6836
H -0.4500 2.2819 -2.7399
H -1.5053 1.1156 -1.9354
H -2.1161 2.1468 -3.2629
H -0.0458 1.2537 -6.4244
H 1.4021 0.8049 -5.5027
H 0.5316 2.2319 -5.0174
H -1.8624 1.8944 1.6475
H -1.8789 2.3192 0.0153
C -4.7459 -0.8224 -2.1003
Te -3.0289 -1.9060 -1.4089
C -4.1844 -2.6834 0.1493
H -5.4144 -1.4014 -2.7076
H -4.4201 -0.0036 -2.7751
H -5.2099 -0.5507 -1.1620
H -4.6337 -1.8664 0.7525
H -3.5626 -3.2292 0.9188
H -4.9678 -3.3449 -0.2187

Here is 2 unconnected molecules or ions with the total composition C2H5N4O5 at a distorted geometry from OMol25. Energies are from wB97M-V/def2-TZVPD.

## Properties
highest occupied orbital energy (alpha / beta) = -14.787 / -14.789 eV
E_tot = -673.84541 Eh
total charge = +1
relative energy (zero: lowest compared OMol25 entry of this formula, charge and spin) = 92.4 kcal per mole

Positions of all 16 atoms, in Å:
C -0.0187 -0.0489 0.4128
C -0.4886 -0.2365 -1.9581
N -0.7393 0.7573 0.9965
N 0.9258 -0.5262 -2.3932
N -1.4401 -1.4264 -1.9648
N 1.0140 -0.7665 0.8311
O 1.3866 -1.5892 -2.1063
O 1.3936 0.4653 -2.9592
O -2.0558 -1.5990 -2.9496
O -1.3756 -2.1507 -1.0266
O -0.9054 0.9683 -2.3357
H -1.5530 1.2551 0.5426
H -0.7630 0.8993 1.9399
H 1.4671 -1.4936 0.3552
H 1.3900 -0.8667 1.7335
H -0.3170 1.7335 -2.7820

Here is a single C24H27N3O4S2 molecule from OMol25. Energies are from wB97M-V/def2-TZVPD.

## Properties
highest occupied orbital energy = -8.267 eV
E_tot = -2192.39623 Eh
SMILES string = Cc1ccc([C@@H](C(=O)NC2CCCC2)N(Cc2cccs2)C(=O)CNC(=O)c2cccs2)o1
total charge = 0
relative energy (zero: lowest compared OMol25 entry of this formula, charge and spin) = 0.0 kcal per mole

Positions of all 60 atoms, in Å:
C -5.5686 -1.0705 -2.5806
C -4.8414 -0.2989 -1.5393
C -5.2783 0.3622 -0.4308
C -4.1278 0.8922 0.2027
C -3.0669 0.5198 -0.5669
O -3.4983 -0.2022 -1.6328
C -1.5976 0.7199 -0.4454
N -0.9466 -0.3908 0.2748
C 0.2887 -0.7481 -0.1126
O 0.8851 -0.1645 -1.0096
C 0.9378 -1.9309 0.5947
N 2.2586 -2.1355 0.0603
C 3.3383 -2.1484 0.8853
O 3.2346 -2.1918 2.0986
C 4.6453 -2.1613 0.2169
C 5.8563 -2.2426 0.8495
C 6.9458 -2.2310 -0.0411
C 6.5542 -2.1401 -1.3402
S 4.8495 -2.0663 -1.5041
H 7.1663 -2.1114 -2.2201
H 7.9739 -2.2875 0.2681
H 5.9387 -2.3087 1.9190
H 2.3744 -1.8709 -0.9094
H 1.0585 -1.7392 1.6670
H 0.3218 -2.8286 0.4632
C -1.6811 -0.9645 1.3794
C -2.6670 -1.9947 0.9165
C -2.6240 -2.7697 -0.2003
C -3.7414 -3.6277 -0.3189
C -4.6128 -3.4930 0.7103
S -4.0925 -2.3115 1.8461
H -5.5333 -4.0146 0.8799
H -3.8803 -4.3137 -1.1353
H -1.8372 -2.7193 -0.9319
H -2.2126 -0.1517 1.8853
H -0.9848 -1.4023 2.1002
H -1.1633 0.7292 -1.4519
C -1.1960 2.0040 0.3122
O -1.8834 2.5139 1.1715
N 0.0197 2.4348 -0.0521
H 0.5637 1.8705 -0.6942
C 0.7233 3.5022 0.6278
H -0.0176 3.9903 1.2646
C 1.9152 2.9456 1.4403
C 3.1671 3.6266 0.8786
C 2.7779 3.9896 -0.5514
H 2.8098 3.1017 -1.1848
C 1.3393 4.4730 -0.3915
H 1.3324 5.4842 0.0157
H 0.7810 4.4742 -1.3263
H 3.4287 4.7471 -0.9849
H 3.3836 4.5364 1.4405
H 4.0413 2.9794 0.9256
H 1.9756 1.8661 1.2918
H 1.7953 3.1277 2.5064
H -4.0900 1.4850 1.0923
H -6.2918 0.4595 -0.1001
H -6.6390 -0.9588 -2.4382
H -5.3104 -2.1274 -2.5161
H -5.2978 -0.7168 -3.5740

Here is 3 unconnected molecules or ions with the total composition C18H18BNO10 from OMol25. Energies are from wB97M-V/def2-TZVPD.

## Properties
highest occupied orbital energy = -10.066 eV
E_tot = -1528.75780 Eh
SMILES string = CC(=O)OC(=O)C[C@H](OC=O)B(N)O.O=C1C=CC(=O)C=C1.O=C1C=CC(=O)C=C1
total charge = 0

Positions of all 48 atoms, in Å:
C -1.9465 -0.4284 -0.3840
C -1.1082 0.7992 -0.2603
O -0.7176 1.3029 0.7412
O -0.8579 1.4042 -1.5030
C 0.3285 1.2600 -2.1620
O 0.3735 1.5349 -3.3225
C 1.5149 0.8017 -1.3479
C 1.5359 -0.7061 -1.1105
O 2.7205 -0.9543 -0.3146
C 2.6315 -1.8906 0.6387
O 3.5652 -2.2132 1.3078
B 1.4840 -1.6077 -2.4441
N 2.1081 -1.2339 -3.6570
O 0.7905 -2.7971 -2.3152
H -1.9344 -0.9608 0.5634
H -1.5880 -1.0853 -1.1772
H -2.9667 -0.1287 -0.6239
H 2.3943 1.0899 -1.9224
H 1.5573 1.3288 -0.3949
H 0.6607 -0.9890 -0.5122
H 1.6226 -2.3225 0.7568
H 2.5524 -0.3260 -3.6713
H 1.5844 -1.3493 -4.5139
H 0.2205 -3.0162 -3.0563
C -3.4259 4.1059 -1.7901
C -3.4279 5.2034 -2.5407
C -3.8113 5.1550 -3.9754
O -3.8133 6.1535 -4.6607
C -4.1921 3.8333 -4.5389
C -4.1899 2.7365 -3.7874
C -3.8088 2.7891 -2.3552
O -3.8028 1.7888 -1.6685
H -3.1472 4.1117 -0.7439
H -3.1526 6.1767 -2.1549
H -4.4655 3.8249 -5.5862
H -4.4610 1.7621 -4.1731
C 1.0470 -2.9653 6.0952
C 1.9425 -2.7836 7.0611
C 3.3989 -2.7341 6.7642
O 4.2103 -2.5677 7.6493
C 3.8148 -2.8963 5.3491
C 2.9206 -3.0835 4.3818
C 1.4677 -3.1271 4.6798
O 0.6484 -3.2833 3.7975
H -0.0185 -3.0024 6.2837
H 1.6657 -2.6615 8.1006
H 4.8793 -2.8530 5.1573
H 3.1962 -3.1957 3.3407

Here is a molecular structure, C3H4IN at a distorted geometry from OMol25. Energies are from wB97M-V/def2-TZVPD.

## Properties
highest occupied orbital energy = -8.256 eV
E_tot = -468.97952 Eh
total charge = 0
relative energy (zero: lowest compared OMol25 entry of this formula, charge and spin) = 90.8 kcal per mole

Positions of all 9 atoms, in Å:
C 1.2449 -0.6063 -0.1400
C 0.0262 -1.1404 0.0596
C 0.0634 1.0466 -0.0275
N -0.7760 -0.0644 0.2572
I -2.8010 0.1308 -0.0885
H 2.1676 -0.5962 0.3472
H -0.1900 -2.2396 0.0324
H 0.2231 1.8832 0.6235
H 0.0418 1.5861 -1.0640

- What is the E_tot in the sixth record?
  -468.97952 Eh